Record 1
24
Properties=species:S:1:pos:R:3 method="wB97M-V/def2-TZVPD" homo_lumo_gap_ha=0.344 fmax_ev_per_a=2.2 smiles=CCN[C@@H](C)CCN
C -0.863 1.218 1.719
N -0.226 1.121 0.417
C -0.455 -0.097 -0.356
C 0.463 -1.227 0.180
C 1.909 -1.357 -0.296
N 2.142 -2.307 -1.415
C -0.118 0.209 -1.821
C -2.182 2.031 1.613
H -1.112 0.234 2.129
H -0.231 1.716 2.429
H 0.739 1.377 0.279
H -1.457 -0.511 -0.263
H 0.455 -1.227 1.271
H 0.027 -2.192 -0.125
H 2.411 -0.440 -0.610
H 2.427 -1.778 0.568
H 2.595 -1.846 -2.188
H 1.276 -2.651 -1.771
H -1.108 0.320 -2.266
H 0.354 1.186 -1.893
H 0.483 -0.574 -2.267
H -2.059 2.917 2.238
H -2.403 2.455 0.645
H -3.065 1.421 1.781



Record 2
24
Properties=species:S:1:pos:R:3 method="wB97M-V/def2-TZVPD" homo_lumo_gap_ha=0.349 fmax_ev_per_a=1.3 smiles=CNC[C@@H](N)C(C)C
N -0.422 0.037 1.724
C -0.098 0.021 0.301
C -1.110 -0.756 -0.577
C -1.262 -2.186 -0.057
C -0.736 -0.780 -2.042
C 0.061 1.462 -0.179
N 1.299 2.177 0.222
C 2.363 1.446 0.920
H -1.419 -0.008 1.893
H -0.010 -0.760 2.193
H 0.868 -0.477 0.176
H -2.095 -0.289 -0.492
H -2.067 -2.748 -0.535
H -1.480 -2.213 1.007
H -0.309 -2.712 -0.187
H -1.319 -1.533 -2.582
H 0.298 -1.088 -2.249
H -0.883 0.132 -2.598
H 0.003 1.496 -1.268
H -0.781 2.046 0.186
H 1.001 2.902 0.856
H 3.158 1.153 0.224
H 2.112 0.526 1.456
H 2.829 2.149 1.608



Record 3
24
Properties=species:S:1:pos:R:3 method="wB97M-V/def2-TZVPD" homo_lumo_gap_ha=0.365 fmax_ev_per_a=1.1 smiles=CNC[C@@H](N)C(C)C
N 1.545 -1.190 0.751
C 0.608 -0.213 0.183
C 0.940 0.078 -1.284
C 2.357 0.639 -1.411
C -0.059 1.054 -1.922
C -0.886 -0.576 0.454
N -1.530 0.418 1.320
C -2.763 -0.123 1.916
H 1.486 -1.139 1.760
H 1.343 -2.139 0.472
H 0.798 0.702 0.733
H 0.938 -0.843 -1.867
H 2.853 0.344 -2.334
H 2.995 0.256 -0.624
H 2.461 1.724 -1.295
H -1.085 0.866 -1.637
H 0.047 1.069 -3.012
H 0.222 2.063 -1.646
H -1.389 -0.669 -0.506
H -0.889 -1.579 0.885
H -1.859 1.120 0.671
H -2.534 -0.754 2.777
H -3.399 -0.676 1.211
H -3.391 0.682 2.317



Record 4
25
Properties=species:S:1:pos:R:3 method="wB97M-V/def2-TZVPD" homo_lumo_gap_ha=0.347 fmax_ev_per_a=3.0 smiles="CC(C)(N)O.C/C=N/C"
C 0.825 -1.763 -0.354
C -0.455 -2.251 0.316
C 1.819 -1.128 0.850
N 0.517 -0.868 -1.403
O 1.585 -2.807 -0.896
H 1.785 -3.335 -0.084
H 1.340 -0.634 -1.943
H 0.021 -0.037 -1.081
H -1.075 -2.748 -0.430
H -1.000 -1.408 0.731
H -0.226 -2.952 1.117
H 2.683 -0.662 0.376
H 2.148 -1.865 1.584
H 1.258 -0.352 1.370
C -2.549 1.226 -0.729
C 0.613 2.690 0.612
C -0.803 2.471 0.214
N -1.174 1.421 -0.370
H -1.508 3.280 0.463
H -3.196 2.067 -0.450
H -2.906 0.315 -0.248
H -2.599 1.064 -1.807
H 0.984 3.611 0.161
H 0.678 2.810 1.694
H 1.237 1.855 0.306



Record 5
25
Properties=species:S:1:pos:R:3 method="wB97M-V/def2-TZVPD" homo_lumo_gap_ha=0.381 fmax_ev_per_a=2.0
C -0.148 -0.903 -1.212
C 1.007 -1.848 -1.522
N -0.700 -0.336 -2.408
O -1.150 -1.530 -0.418
H -0.698 -1.967 0.325
H 0.220 -0.066 -0.613
H -1.420 0.332 -2.154
H -1.129 -1.061 -2.974
H 0.641 -2.742 -2.025
H 1.513 -2.145 -0.605
H 1.717 -1.345 -2.172
C 0.331 1.798 0.854
C -0.600 -0.174 2.362
C 1.540 1.526 -0.051
C -0.855 0.805 1.243
N -1.988 1.109 0.797
H -2.757 0.541 1.154
H -0.182 2.675 0.454
H 0.725 2.085 1.834
H -0.712 0.348 3.314
H 0.407 -0.584 2.316
H -1.316 -0.992 2.315
H 2.239 2.355 0.074
H 2.057 0.606 0.213
H 1.259 1.512 -1.100



Record 6
27
Properties=species:S:1:pos:R:3 method="wB97M-V/def2-TZVPD" homo_lumo_gap_ha="0.300 / 0.290" fmax_ev_per_a=5.2 total_charge=+1
C -2.025 -0.417 -0.133
C 0.542 2.093 -0.905
C -0.071 1.352 1.508
C 1.574 -1.791 -0.359
C 2.108 -0.435 0.189
C -0.041 1.062 -0.020
N -2.488 -1.402 -0.915
N -2.628 -0.073 1.010
N -1.006 0.184 -0.690
O 0.844 -1.675 -1.587
O 2.421 -0.464 1.555
H 0.411 1.725 -1.918
H 0.135 3.097 -0.751
H 1.656 2.065 -0.671
H 0.815 1.900 1.715
H -0.943 1.853 1.868
H 0.004 0.383 2.108
H 0.717 -2.131 0.416
H 2.434 -2.542 -0.320
H 2.865 0.123 -0.401
H -3.457 -1.667 -0.745
H -2.017 -1.769 -1.764
H -3.251 -0.809 1.347
H -2.467 0.717 1.567
H -0.735 -0.225 -1.518
H 1.534 -1.409 -2.242
H 3.071 0.255 1.656



Record 7
27
Properties=species:S:1:pos:R:3 method="wB97M-V/def2-TZVPD" homo_lumo_gap_ha=0.368 fmax_ev_per_a=6.5 total_charge=+1 smiles="C=C=[N+]=P(C)(C)N=P(C)(C)N"
C 2.158 -1.529 0.875
C 2.914 -2.542 0.853
C 1.953 0.583 -1.709
C 1.806 2.270 0.772
C -3.173 0.602 1.102
C -2.615 -0.193 -1.695
N 1.504 -0.506 0.968
N -0.521 0.989 -0.057
N -1.362 -1.524 0.565
P 1.097 0.742 -0.100
P -1.848 0.010 0.020
H 2.660 -3.619 0.814
H 4.012 -2.392 0.748
H -1.978 -2.170 0.784
H 1.541 -0.101 -2.335
H 2.023 1.679 -2.002
H 3.003 0.256 -1.619
H 1.106 2.788 1.337
H 2.526 1.902 1.449
H 2.244 2.929 0.087
H -3.179 1.613 1.020
H -4.116 0.283 0.906
H -2.984 0.185 2.093
H -3.635 0.070 -1.625
H -2.078 0.402 -2.551
H -2.546 -1.200 -1.870
H -0.513 -1.529 1.169



Record 8
27
Properties=species:S:1:pos:R:3 method="wB97M-V/def2-TZVPD" homo_lumo_gap_ha=0.365 fmax_ev_per_a=5.7 total_charge=+1 smiles="C=C=[N+]=P(C)(C)N=P(C)(C)N"
C 2.260 -1.480 0.483
C 2.510 -2.713 0.219
C 1.875 1.108 -1.512
C 1.829 2.313 1.141
C -3.126 0.713 0.288
C -1.583 -1.212 -1.148
N 1.730 -0.481 0.877
N -0.400 1.046 0.373
N -1.159 -1.231 1.538
P 1.173 0.917 0.169
P -1.528 -0.139 0.343
H 1.713 -3.443 0.019
H 3.427 -3.160 0.271
H -1.905 -1.747 2.016
H 2.873 1.662 -1.358
H 1.840 0.200 -1.975
H 1.445 1.977 -2.033
H 2.880 2.366 1.176
H 1.581 3.246 0.581
H 1.379 2.276 2.052
H -3.049 1.257 -0.572
H -4.019 -0.075 0.096
H -3.327 1.246 1.212
H -1.847 -2.125 -0.843
H -2.325 -0.814 -1.967
H -0.492 -1.328 -1.589
H -0.311 -1.037 2.002



Record 9
29
Properties=species:S:1:pos:R:3 method="wB97M-V/def2-TZVPD" homo_lumo_gap_ha=0.361 fmax_ev_per_a=5.2 total_charge=+1
C 2.275 -0.395 -0.096
C -2.398 -1.989 0.050
C -2.448 0.159 -1.126
C 4.451 1.253 0.006
C 0.227 -1.190 1.282
C -0.976 -0.277 0.830
N 2.524 -0.434 -1.403
N 1.591 -1.151 -1.935
N 0.772 -1.573 -1.117
N 1.115 -1.152 0.160
N -1.629 -0.825 -0.314
S -1.529 3.298 1.105
S 3.126 0.527 1.072
H -3.400 -1.779 -0.189
H -2.119 -2.958 -0.514
H -2.249 -2.160 1.127
H -3.189 0.431 -0.365
H -1.895 1.111 -1.333
H -2.896 -0.010 -2.103
H 4.470 2.363 0.128
H 4.004 1.230 -1.082
H 5.414 0.712 0.062
H 0.835 -0.666 1.961
H -0.016 -2.196 1.387
H -0.701 0.832 0.586
H -1.741 -0.285 1.664
H -0.906 -1.105 -1.063
H -1.946 3.781 -0.115
H -0.765 4.448 1.334



Record 10
24
Properties=species:S:1:pos:R:3 method="wB97M-V/def2-TZVPD" homo_lumo_gap_ha=0.179 fmax_ev_per_a=2.2 total_charge=+1
C 0.884 -1.473 -0.779
O 1.679 -0.619 0.087
C -0.510 -1.496 -0.308
C -1.440 -0.419 -0.463
C -1.075 0.608 -1.515
C -1.729 0.142 0.966
C -2.767 1.265 0.931
N 4.798 0.518 0.557
H 1.343 -2.450 -0.855
H 0.981 -1.019 -1.774
H 1.083 -0.233 0.740
H -0.804 -2.506 -0.075
H -2.375 -0.900 -0.788
H -1.829 1.350 -1.715
H -0.278 1.265 -1.136
H -0.709 0.159 -2.432
H -2.027 -0.608 1.695
H -0.837 0.602 1.400
H -2.972 1.636 1.936
H -3.734 0.966 0.569
H -2.380 2.097 0.341
H 4.740 1.227 1.279
H 4.221 -0.260 0.852
H 5.737 0.150 0.487



Per-record electronic energy, eV: -9460.580; -9461.200; -9461.197; -11508.523; -11508.469; -15037.597; -29522.917; -29523.089; -35592.706; -10009.175
Per-record relative energy (zero: lowest compared OMol25 entry of this formula, charge and spin), eV: 1.4944; 0.8747; 0.8777; 1.5315; 1.5858; 3.6715; 1.4404; 1.2679; 0.1084; 4.1372